{
  "formula": "CH4CsN2O",
  "method": "ωB97M-V/def2-TZVPD",
  "symbols": ["Cs", "C", "O", "N", "N", "H", "H", "H", "H"],
  "coordinates": [[-4.81, 2.28, -3.70], [0.18, -0.09, 0.22], [-0.76, 0.37, -0.39], [0.14, -1.16, 0.94], [1.36, 0.37, 0.11], [-0.69, -1.72, 1.07], [0.92, -1.32, 1.56], [2.16, 0.06, 0.64], [1.49, 1.20, -0.45]],
  "charge": 1,
  "energy_ev": -6672.587,
  "de_lowest_kj_mol": 119.76,
  "fmax_ev_per_a": 6.9,
  "homo_energy_ev": -11.951
}


{
  "formula": "C36H35HgN4O3S3Sb",
  "method": "ωB97M-V/def2-TZVPD",
  "symbols": ["Hg", "C", "C", "N", "N", "C", "S", "S", "C", "C", "C", "C", "C", "C", "C", "C", "C", "C", "C", "C", "C", "O", "H", "H", "H", "H", "H", "H", "H", "H", "H", "H", "H", "H", "H", "H", "C", "O", "C", "O", "N", "N", "H", "H", "H", "H", "H", "H", "S", "Sb", "C", "C", "C", "C", "C", "C", "C", "C", "C", "C", "C", "C", "C", "C", "C", "C", "C", "C", "H", "H", "H", "H", "H", "H", "H", "H", "H", "H", "H", "H", "H", "H", "H"],
  "coordinates": [[0.66, -0.50, -0.79], [-0.96, 3.83, 0.41], [-0.61, 2.59, -0.39], [0.36, 1.82, -0.06], [1.12, 2.21, 1.03], [2.02, 1.38, 1.42], [2.48, -0.18, 0.83], [2.98, 1.83, 2.84], [2.60, 3.60, 3.03], [3.43, 4.47, 2.13], [4.72, 4.84, 2.52], [5.50, 5.63, 1.70], [5.02, 6.06, 0.47], [3.74, 5.69, 0.07], [2.95, 4.90, 0.90], [-1.44, 2.29, -1.57], [-2.70, 2.89, -1.67], [-3.53, 2.74, -2.76], [-3.07, 1.97, -3.84], [-1.85, 1.36, -3.78], [-0.99, 1.44, -2.65], [0.12, 0.78, -2.66], [-0.12, 4.12, 1.03], [-1.80, 3.61, 1.07], [-1.24, 4.65, -0.25], [2.82, 3.81, 4.08], [1.54, 3.73, 2.85], [5.10, 4.50, 3.47], [6.50, 5.92, 2.01], [5.63, 6.68, -0.18], [3.35, 6.01, -0.88], [1.96, 4.59, 0.58], [-3.06, 3.49, -0.84], [-4.50, 3.21, -2.78], [-3.69, 1.85, -4.72], [-1.49, 0.75, -4.61], [4.72, 0.22, -4.26], [3.57, -0.52, -4.67], [2.79, -0.94, -3.65], [3.05, -0.76, -2.49], [1.71, -1.62, -4.14], [0.67, -1.86, -3.25], [5.25, 0.46, -5.17], [5.34, -0.38, -3.59], [4.42, 1.12, -3.73], [1.49, -1.44, -5.11], [0.34, -2.81, -3.28], [-0.07, -1.17, -3.36], [-1.51, -1.77, -0.90], [-2.07, -2.74, 1.18], [-0.41, -4.11, 1.39], [-0.60, -5.48, 1.54], [0.49, -6.33, 1.68], [1.78, -5.82, 1.68], [1.98, -4.45, 1.54], [0.89, -3.60, 1.40], [-3.43, -4.20, 0.29], [-3.11, -4.87, -0.89], [-3.97, -5.82, -1.41], [-5.18, -6.09, -0.77], [-5.51, -5.43, 0.39], [-4.63, -4.48, 0.92], [-2.14, -0.47, 2.40], [-0.95, 0.18, 2.65], [-0.98, 1.39, 3.32], [-2.19, 1.94, 3.73], [-3.38, 1.26, 3.47], [-3.35, 0.04, 2.80], [-1.61, -5.89, 1.53], [0.33, -7.40, 1.78], [2.63, -6.49, 1.78], [2.98, -4.04, 1.55], [1.07, -2.54, 1.29], [-2.18, -4.64, -1.39], [-3.71, -6.34, -2.33], [-5.86, -6.83, -1.19], [-6.45, -5.63, 0.89], [-4.89, -3.97, 1.84], [0.00, -0.23, 2.32], [-0.05, 1.92, 3.52], [-2.21, 2.89, 4.25], [-4.33, 1.69, 3.78], [-4.28, -0.49, 2.61]],
  "charge": -1,
  "energy_ev": -93221.100,
  "s_squared": 0.7665,
  "de_lowest_kj_mol": 90.50,
  "fmax_ev_per_a": 0.4,
  "homo_energy_ev": [-3.978, -4.452],
  "multiplicity": 2
}


{
  "formula": "C3H6N4O",
  "method": "ωB97M-V/def2-TZVPD",
  "symbols": ["C", "C", "C", "H", "H", "H", "H", "H", "H", "N", "N", "N", "N", "O"],
  "coordinates": [[0.43, 0.30, 0.57], [-0.38, 0.33, 1.75], [-1.60, 0.02, 1.25], [1.72, 0.53, -1.74], [3.23, -0.11, -1.17], [0.09, 0.27, 2.68], [-2.54, 0.00, 1.90], [-2.33, 0.29, -0.90], [0.28, -1.27, -1.69], [2.14, -0.04, -0.98], [1.67, 0.15, 0.32], [-1.67, 0.49, -0.12], [-0.45, 0.23, -0.72], [-0.57, -1.18, -1.13]],
  "smiles": "N/N=c1/cc[nH]n1O",
  "charge": 0,
  "energy_ev": -11210.676,
  "de_lowest_kj_mol": 588.58,
  "fmax_ev_per_a": 5.2,
  "homo_energy_ev": -7.869
}


{
  "formula": "C10H15AuBCl3F4N10O2PS2",
  "method": "ωB97M-V/def2-TZVPD",
  "symbols": ["Au", "N", "C", "N", "N", "N", "N", "C", "N", "N", "N", "N", "H", "C", "C", "C", "O", "P", "S", "S", "O", "C", "C", "C", "H", "H", "H", "H", "H", "H", "H", "H", "H", "H", "H", "H", "H", "H", "Cl", "C", "Cl", "Cl", "C", "N", "F", "B", "F", "F", "F"],
  "coordinates": [[-0.56, -0.71, 1.64], [0.94, -1.43, 4.54], [-0.43, -1.46, 4.52], [-1.19, -1.46, 5.58], [-2.45, -1.50, 5.09], [-2.46, -1.53, 3.81], [-1.15, -1.54, 3.40], [1.72, -1.38, 3.41], [3.02, -1.58, 3.39], [3.36, -1.50, 2.07], [2.34, -1.27, 1.34], [1.26, -1.19, 2.17], [1.40, -1.35, 5.43], [3.07, -0.17, -1.85], [2.62, -1.57, -2.21], [2.67, -1.85, -3.70], [1.29, -1.92, -1.72], [-0.03, -1.06, -1.63], [-1.55, -2.20, -1.37], [0.20, 0.44, -0.22], [0.04, -0.23, -3.00], [-0.70, 0.97, -3.30], [-2.15, 0.64, -3.60], [0.01, 1.62, -4.47], [4.10, -0.04, -2.20], [3.04, 0.00, -0.78], [2.45, 0.58, -2.35], [3.25, -2.29, -1.68], [2.09, -1.11, -4.25], [2.27, -2.84, -3.92], [3.71, -1.80, -4.04], [-0.65, 1.63, -2.43], [-2.21, -0.04, -4.45], [-2.69, 1.56, -3.84], [-2.63, 0.16, -2.75], [0.01, 0.94, -5.33], [1.04, 1.85, -4.21], [-0.49, 2.54, -4.75], [-3.77, 3.26, 1.50], [-4.17, 1.70, 2.21], [-4.04, 1.72, 3.94], [-5.77, 1.15, 1.68], [-3.19, 0.72, 1.69], [-2.46, -0.05, 1.27], [-1.08, 3.73, 3.58], [-0.22, 2.75, 3.08], [-0.97, 1.51, 3.01], [0.87, 2.54, 3.92], [0.18, 3.05, 1.78]],
  "charge": -1,
  "energy_ev": -113382.930,
  "de_lowest_kj_mol": 29.79,
  "fmax_ev_per_a": 0.5,
  "homo_energy_ev": -6.315
}


{
  "formula": "C4H14NO2",
  "method": "ωB97M-V/def2-TZVPD",
  "symbols": ["C", "C", "C", "C", "N", "H", "H", "H", "H", "H", "H", "H", "H", "H", "H", "H", "H", "O", "H", "H", "O"],
  "coordinates": [[1.31, 0.44, 2.59], [0.22, -0.27, 1.80], [0.39, -0.14, 0.28], [0.30, 0.99, -0.39], [-0.09, 0.93, -1.82], [1.14, 1.53, 2.60], [1.11, 0.23, 3.65], [2.33, 0.14, 2.37], [0.09, -1.33, 2.02], [-0.75, 0.19, 1.92], [0.40, -1.13, -0.21], [0.43, 1.97, 0.04], [0.10, -0.05, -2.02], [0.34, 1.67, -2.36], [-1.11, 1.16, -1.91], [-3.60, 0.88, -1.76], [-3.17, 2.07, -2.58], [-2.81, 1.41, -1.98], [0.94, -3.18, -1.39], [1.30, -4.23, -0.41], [1.13, -3.28, -0.44]],
  "charge": 1,
  "energy_ev": -9952.902,
  "de_lowest_kj_mol": 179.38,
  "fmax_ev_per_a": 2.0,
  "homo_energy_ev": -13.919
}


{
  "formula": "C20H27N5O2PdS3",
  "method": "ωB97M-V/def2-TZVPD",
  "symbols": ["Pd", "C", "N", "C", "C", "N", "C", "S", "C", "C", "C", "C", "C", "N", "H", "H", "H", "H", "H", "H", "H", "H", "H", "C", "C", "N", "O", "H", "H", "H", "H", "H", "O", "S", "C", "C", "C", "C", "H", "H", "H", "H", "H", "H", "H", "H", "S", "C", "N", "C", "C", "C", "C", "H", "H", "H", "H", "H"],
  "coordinates": [[0.25, -0.10, -0.25], [2.01, 4.82, 1.21], [1.62, 4.39, -0.16], [1.52, 5.19, -1.21], [1.09, 4.42, -2.29], [0.94, 3.14, -1.86], [1.26, 3.10, -0.51], [1.32, 1.88, 0.59], [0.50, 2.07, -2.76], [0.40, 2.36, -4.10], [-0.04, 1.38, -4.98], [-0.37, 0.14, -4.47], [-0.23, -0.08, -3.11], [0.20, 0.87, -2.25], [2.34, 5.85, 1.14], [2.82, 4.19, 1.57], [1.14, 4.75, 1.86], [1.74, 6.25, -1.17], [0.90, 4.76, -3.29], [0.67, 3.32, -4.51], [-0.12, 1.59, -6.03], [-0.73, -0.66, -5.11], [-0.47, -1.04, -2.68], [-3.44, 0.72, 2.15], [-2.70, 0.69, 0.86], [-3.31, 1.09, -0.24], [-1.51, 0.28, 0.85], [-4.48, 1.00, 2.03], [-2.95, 1.42, 2.82], [-3.38, -0.27, 2.62], [-4.26, 1.43, -0.22], [-2.85, 1.06, -1.14], [-0.76, -1.89, -0.82], [-1.28, -3.14, -0.03], [-0.51, -4.57, -0.83], [-1.38, -4.92, -2.03], [-2.81, -4.81, -1.52], [-2.91, -3.48, -0.77], [-0.53, -5.36, -0.07], [0.52, -4.30, -1.05], [-1.15, -5.92, -2.40], [-1.20, -4.21, -2.85], [-3.05, -5.64, -0.85], [-3.54, -4.84, -2.33], [-3.64, -3.48, 0.04], [-3.10, -2.63, -1.42], [2.01, -2.01, 0.72], [3.66, -2.35, 0.91], [4.01, -3.21, 1.93], [5.25, -3.62, 2.16], [6.29, -3.19, 1.32], [6.00, -2.33, 0.29], [4.69, -1.90, 0.08], [3.27, -3.55, 2.55], [5.41, -4.28, 3.00], [7.30, -3.54, 1.50], [6.79, -1.98, -0.37], [4.44, -1.23, -0.73]],
  "charge": 4,
  "energy_ev": -68668.968,
  "s_squared": 6.0599,
  "fmax_ev_per_a": 0.6,
  "homo_energy_ev": [-19.721, -19.908],
  "multiplicity": 5
}


{
  "formula": "C5H12N4",
  "method": "ωB97M-V/def2-TZVPD",
  "symbols": ["C", "C", "N", "C", "C", "N", "N", "C", "N", "H", "H", "H", "H", "H", "H", "H", "H", "H", "H", "H", "H"],
  "coordinates": [[1.34, -0.02, 0.77], [-0.72, 1.78, 0.17], [-0.03, -1.90, 0.10], [0.36, -1.11, 1.17], [0.77, 0.90, -0.27], [-1.10, -2.79, 0.29], [-1.32, 2.52, -0.86], [1.20, 0.97, -1.51], [0.00, -1.23, 2.37], [0.12, -1.52, -0.83], [-1.97, -2.44, -0.09], [-0.87, -3.69, -0.12], [-0.66, -2.00, 2.49], [-1.69, 1.98, -1.64], [-0.79, 3.31, -1.18], [1.58, 0.53, 1.68], [2.26, -0.49, 0.40], [-1.37, 0.99, 0.54], [0.19, 2.26, 0.65], [1.99, 0.33, -1.89], [0.73, 1.61, -2.25]],
  "smiles": "[H]/N=C(/CC(=C)CN)NN",
  "charge": 0,
  "energy_ev": -11336.882,
  "de_lowest_kj_mol": 322.15,
  "fmax_ev_per_a": 5.4,
  "homo_energy_ev": -8.472
}


{
  "formula": "C23H68N8O11",
  "method": "ωB97M-V/def2-TZVPD",
  "symbols": ["C", "C", "O", "H", "H", "H", "H", "H", "H", "C", "C", "O", "H", "H", "H", "H", "H", "H", "C", "O", "N", "N", "H", "H", "H", "H", "C", "O", "N", "N", "H", "H", "H", "H", "C", "O", "N", "N", "H", "H", "H", "H", "C", "O", "N", "N", "H", "H", "H", "H", "C", "C", "C", "O", "H", "H", "H", "H", "H", "H", "H", "H", "C", "C", "C", "O", "H", "H", "H", "H", "H", "H", "H", "H", "C", "C", "C", "O", "H", "H", "H", "H", "H", "H", "H", "H", "C", "C", "C", "O", "H", "H", "H", "H", "H", "H", "H", "H", "C", "C", "C", "O", "H", "H", "H", "H", "H", "H", "H", "H"],
  "coordinates": [[4.64, -23.29, -5.15], [5.56, -22.05, -5.35], [5.23, -21.37, -6.55], [3.68, -23.07, -4.68], [5.10, -24.05, -4.50], [4.48, -23.80, -6.09], [6.54, -22.50, -5.49], [5.40, -21.42, -4.47], [4.38, -20.93, -6.48], [1.08, -25.21, -3.01], [2.11, -25.69, -3.99], [2.19, -27.09, -3.89], [1.25, -25.63, -2.01], [0.04, -25.53, -3.13], [1.00, -24.12, -3.00], [3.09, -25.30, -3.68], [1.89, -25.44, -5.03], [2.76, -27.35, -3.16], [5.21, -24.88, -1.18], [4.15, -24.59, -0.64], [5.58, -26.12, -1.60], [6.20, -23.99, -1.49], [4.92, -26.88, -1.61], [6.22, -26.16, -2.37], [6.18, -23.01, -1.27], [7.09, -24.39, -1.70], [-1.99, -29.34, -2.18], [-3.00, -28.69, -2.53], [-0.79, -28.92, -2.60], [-1.96, -30.30, -1.24], [-0.94, -28.11, -3.19], [0.07, -29.22, -2.18], [-2.85, -30.61, -0.91], [-1.10, -30.69, -0.91], [2.70, -27.74, -0.11], [3.29, -27.94, -1.18], [1.91, -28.66, 0.51], [2.66, -26.56, 0.57], [1.49, -28.46, 1.40], [1.70, -29.53, 0.06], [1.72, -26.42, 0.92], [3.29, -25.86, 0.15], [0.08, -21.89, -5.57], [0.61, -20.91, -5.02], [0.79, -22.86, -6.10], [-1.26, -22.11, -5.60], [0.44, -23.76, -6.38], [1.77, -22.62, -6.15], [-1.68, -22.90, -6.08], [-1.92, -21.42, -5.30], [2.62, -31.33, -4.98], [2.74, -29.93, -5.55], [3.11, -30.09, -7.02], [1.55, -29.15, -5.59], [2.45, -31.41, -3.90], [3.58, -31.85, -4.97], [1.93, -31.98, -5.51], [3.48, -29.31, -5.03], [2.33, -30.62, -7.56], [4.06, -30.61, -7.20], [3.35, -29.15, -7.52], [1.69, -28.51, -4.88], [-0.34, -21.11, -1.78], [-1.67, -21.30, -1.10], [-2.80, -21.77, -2.03], [-1.68, -22.19, 0.00], [-0.19, -22.02, -2.36], [0.41, -20.81, -1.05], [-0.34, -20.30, -2.50], [-2.05, -20.37, -0.65], [-2.89, -21.13, -2.91], [-3.72, -21.67, -1.46], [-2.61, -22.76, -2.46], [-0.89, -21.96, 0.50], [-2.58, -25.44, -5.18], [-2.55, -25.50, -6.69], [-3.94, -25.71, -7.25], [-1.93, -24.33, -7.27], [-3.07, -24.48, -4.98], [-1.57, -25.54, -4.80], [-3.29, -26.16, -4.77], [-2.00, -26.35, -7.12], [-4.61, -24.89, -6.99], [-4.42, -26.62, -6.89], [-3.90, -25.80, -8.34], [-1.59, -24.64, -8.12], [1.18, -27.24, -8.80], [0.99, -25.83, -8.27], [2.32, -25.05, -8.29], [0.05, -25.16, -9.09], [0.30, -27.87, -8.73], [1.98, -27.73, -8.25], [1.54, -27.33, -9.83], [0.52, -25.81, -7.28], [2.95, -25.18, -7.40], [2.14, -23.98, -8.33], [2.98, -25.37, -9.10], [0.37, -25.20, -10.00], [-0.97, -25.63, 0.93], [-0.96, -26.48, 2.19], [-1.38, -27.95, 2.21], [0.44, -26.47, 2.54], [-1.96, -25.61, 0.46], [-0.32, -25.79, 0.07], [-0.84, -24.59, 1.24], [-1.56, -26.09, 3.01], [-1.03, -28.43, 1.29], [-2.47, -27.96, 2.20], [-1.14, -28.51, 3.11], [0.47, -26.78, 3.45]],
  "smiles": "NC(N)=O.NC(N)=O.NC(N)=O.NC(N)=O.CC(C)O.CC(C)O.CC(C)O.CC(C)O.CC(C)O.CCO.CCO",
  "charge": 0,
  "energy_ev": -59399.695,
  "de_lowest_kj_mol": 0.00,
  "fmax_ev_per_a": 2.5,
  "homo_energy_ev": -9.421
}


{
  "formula": "C5H6N4",
  "method": "ωB97M-V/def2-TZVPD",
  "symbols": ["C", "C", "C", "C", "C", "H", "H", "H", "H", "H", "H", "N", "N", "N", "N"],
  "coordinates": [[-0.76, -1.13, -0.07], [0.63, -0.81, -0.44], [2.65, -0.28, 0.00], [0.66, 0.64, -0.33], [-0.56, 1.09, -0.14], [-3.07, -1.03, -0.69], [-3.01, 0.08, 1.11], [-1.43, -2.03, 0.06], [3.81, -0.34, 0.40], [2.36, 1.93, 0.37], [-0.96, 2.04, 0.32], [-2.81, 0.01, -0.19], [-1.35, 0.11, -0.07], [1.88, -1.33, -0.04], [1.95, 1.05, -0.29]],
  "charge": 0,
  "energy_ev": -11236.498,
  "de_lowest_kj_mol": 498.78,
  "fmax_ev_per_a": 9.6,
  "homo_energy_ev": -7.766
}


{
  "formula": "C3H6N4O",
  "method": "ωB97M-V/def2-TZVPD",
  "symbols": ["C", "C", "C", "N", "N", "N", "N", "O", "H", "H", "H", "H", "H", "H"],
  "coordinates": [[-0.82, 2.54, 0.79], [0.35, 1.88, 0.48], [1.55, -2.37, -0.05], [-1.82, 1.91, 0.17], [0.06, 0.88, -0.38], [-1.25, 0.97, -0.60], [-0.57, -1.75, -0.69], [0.52, -1.51, -0.11], [-0.96, 3.38, 1.49], [2.18, -2.18, 0.72], [1.32, 1.99, 0.96], [1.61, -3.36, -0.48], [-1.68, 0.40, -1.22], [-0.49, -2.76, -1.07]],
  "charge": 0,
  "energy_ev": -11209.719,
  "de_lowest_kj_mol": 680.95,
  "fmax_ev_per_a": 7.1,
  "homo_energy_ev": [-8.671, -9.005]
}


{
  "formula": "C27H39IrN5O2",
  "method": "ωB97M-V/def2-TZVPD",
  "symbols": ["Ir", "C", "N", "C", "C", "C", "N", "C", "C", "C", "C", "C", "C", "C", "O", "C", "C", "C", "N", "C", "C", "C", "C", "C", "C", "C", "O", "H", "H", "H", "H", "H", "H", "H", "H", "H", "H", "H", "H", "H", "H", "H", "H", "H", "H", "H", "H", "H", "H", "H", "H", "H", "C", "C", "N", "C", "C", "C", "C", "N", "H", "H", "H", "H", "H", "H", "H", "H", "H", "H", "H", "H", "H", "H"],
  "coordinates": [[0.24, -0.04, 0.09], [-0.40, 2.87, -0.32], [-0.11, 1.68, -1.17], [-1.25, 1.45, -2.10], [-2.50, 0.86, -1.48], [-2.41, -0.65, -1.33], [-1.54, -1.03, -0.23], [-2.05, -1.78, 0.69], [-1.43, -2.22, 1.91], [-2.23, -2.77, 2.92], [-1.69, -3.18, 4.11], [-0.30, -3.05, 4.30], [0.51, -2.53, 3.33], [-0.03, -2.09, 2.11], [0.76, -1.64, 1.16], [1.09, 2.01, -2.03], [2.37, 1.26, -1.70], [2.89, 1.44, -0.29], [1.92, 0.93, 0.69], [2.15, 1.13, 1.93], [1.23, 0.90, 3.01], [1.72, 0.93, 4.33], [0.89, 0.81, 5.41], [-0.49, 0.69, 5.19], [-1.00, 0.67, 3.91], [-0.16, 0.77, 2.80], [-0.74, 0.76, 1.60], [-0.75, 3.69, -0.95], [0.50, 3.17, 0.20], [-1.15, 2.62, 0.42], [-0.89, 0.75, -2.86], [-1.46, 2.39, -2.61], [-3.32, 1.08, -2.16], [-2.74, 1.32, -0.52], [-2.04, -1.09, -2.26], [-3.41, -1.06, -1.16], [-3.07, -2.12, 0.54], [-3.30, -2.87, 2.74], [-2.31, -3.59, 4.89], [0.13, -3.38, 5.24], [1.58, -2.44, 3.47], [1.24, 3.09, -2.01], [0.83, 1.75, -3.06], [3.13, 1.60, -2.40], [2.25, 0.19, -1.89], [3.09, 2.49, -0.08], [3.83, 0.88, -0.18], [3.11, 1.57, 2.20], [2.79, 1.06, 4.48], [1.28, 0.82, 6.41], [-1.16, 0.60, 6.03], [-2.06, 0.56, 3.73], [0.65, -3.61, -2.15], [1.53, -2.43, -2.54], [2.96, -2.70, -2.50], [3.52, -3.47, -3.60], [3.63, -4.98, -3.36], [3.70, -2.28, -1.42], [5.16, -2.64, -1.41], [3.12, -1.61, -0.49], [-0.40, -3.31, -2.17], [0.89, -3.93, -1.14], [0.77, -4.45, -2.83], [1.34, -1.62, -1.82], [1.27, -2.06, -3.54], [4.50, -3.08, -3.86], [2.89, -3.29, -4.47], [4.18, -5.21, -2.45], [4.15, -5.45, -4.19], [2.65, -5.44, -3.27], [5.68, -2.24, -2.28], [5.31, -3.72, -1.39], [5.63, -2.22, -0.52], [3.76, -1.43, 0.28]],
  "charge": 1,
  "energy_ev": -43011.676,
  "de_lowest_kj_mol": 99.16,
  "fmax_ev_per_a": 0.6,
  "homo_energy_ev": -10.309
}